1.
{
  "formula": "C5H7F",
  "method": "wB97M-V/def2-TZVPD",
  "symbols": ["C", "C", "C", "C", "C", "F", "H", "H", "H", "H", "H", "H", "H"],
  "coordinates": [[2.662, 0.932, -0.248], [1.327, 0.699, -0.285], [-0.695, -0.785, 0.308], [-2.606, -0.161, -0.066], [0.740, -0.571, 0.121], [1.484, -1.547, 0.560], [2.991, 1.966, -0.554], [3.419, 0.178, -0.350], [0.532, 1.452, -0.378], [-2.937, 0.882, 0.263], [-1.033, -1.554, 1.029], [-3.038, -0.854, 0.621], [-2.847, -0.637, -1.023]],
  "forces_ev_per_a": [[-1.3, 1.9, -2.0], [0.8, -0.6, 0.8], [0.6, 1.2, 0.0], [3.0, -0.3, 0.9], [-7.1, 0.8, 0.1], [1.4, -0.9, 0.4], [-0.3, -1.2, 0.7], [0.0, -0.4, 0.7], [0.8, -0.1, -0.2], [0.9, -1.4, -1.2], [0.9, 0.0, -0.9], [-0.1, -0.3, 0.8], [0.3, 1.2, -0.2]],
  "energy_ev": -8011.1833,
  "charge": 0,
  "homo_energy_ev": -8.4,
  "lumo_energy_ev": 0.48
}

2.
{
  "formula": "C5H7F",
  "method": "wB97M-V/def2-TZVPD",
  "symbols": ["C", "C", "C", "C", "C", "F", "H", "H", "H", "H", "H", "H", "H"],
  "coordinates": [[1.418, -0.691, 1.115], [0.327, 0.022, -1.081], [-0.583, 0.627, -1.904], [0.374, -0.256, 0.418], [-0.889, 0.043, 1.166], [-0.206, 0.860, -3.163], [2.418, -0.960, 0.650], [1.325, -0.898, 2.125], [1.250, -0.127, -1.497], [-1.635, 1.038, -1.811], [-1.265, 1.020, 1.237], [-0.700, -0.215, 2.136], [-1.832, -0.465, 0.608]],
  "forces_ev_per_a": [[1.8, -0.4, -3.0], [-2.3, 1.2, 1.5], [0.0, -0.5, 1.8], [-1.6, 1.3, -1.5], [-2.3, -1.6, -3.4], [0.3, 0.0, -0.7], [-1.4, 0.5, 0.5], [-0.2, -0.2, 1.8], [2.1, -0.5, -1.5], [1.4, -0.9, 0.6], [0.2, 1.9, -0.5], [-0.3, -1.3, 2.7], [2.1, 0.5, 1.7]],
  "energy_ev": -8013.6833,
  "charge": 0,
  "smiles": "C=C(C)/C=C/F",
  "homo_energy_ev": -8.9,
  "lumo_energy_ev": 1.01
}

3.
{
  "formula": "C5H7F2N2",
  "method": "wB97M-V/def2-TZVPD",
  "symbols": ["C", "C", "C", "C", "C", "N", "N", "F", "F", "H", "H", "H", "H", "H", "H", "H"],
  "coordinates": [[-2.211, -0.189, 0.529], [-1.058, 0.565, 0.471], [-0.709, -1.273, -0.627], [1.869, 1.472, -0.258], [1.221, 0.066, -0.405], [-1.978, -1.311, -0.237], [-0.096, -0.189, -0.210], [1.955, -0.815, -0.977], [1.502, -0.947, 1.616], [-3.017, 0.247, 1.050], [-0.980, 1.571, 0.976], [-0.116, -2.183, -0.833], [1.848, 2.037, -1.198], [2.964, 1.106, -0.104], [1.414, 1.956, 0.640], [-2.609, -2.112, -0.432]],
  "forces_ev_per_a": [[2.7, 2.0, -0.8], [-1.2, 0.8, 1.4], [0.4, -3.7, 0.1], [0.8, -2.9, 0.9], [3.1, 1.2, 3.2], [0.0, -0.4, 0.1], [-1.8, 1.2, -0.1], [-1.1, 0.0, -0.5], [-0.5, 1.5, -2.5], [-1.5, -0.6, 0.1], [0.6, -1.5, -0.9], [-0.6, 0.7, -0.7], [-0.4, -0.1, 0.2], [-1.8, 1.2, 0.2], [0.7, -0.2, -0.9], [0.6, 0.8, 0.3]],
  "energy_ev": -13703.1950,
  "charge": 1,
  "homo_energy_ev": [-14.2, -14.2],
  "lumo_energy_ev": [-6.07, -6.07]
}

4.
{
  "formula": "C5H7F3N3",
  "method": "wB97M-V/def2-TZVPD",
  "symbols": ["C", "C", "C", "C", "C", "N", "N", "N", "F", "F", "F", "H", "H", "H", "H", "H", "H", "H"],
  "coordinates": [[-0.079, 1.652, -0.042], [2.018, 0.582, -0.399], [-1.092, -1.785, -0.063], [-2.341, 0.848, 0.095], [3.198, -0.221, 0.007], [1.176, 1.371, -0.143], [-0.389, -0.569, -0.063], [-0.922, 0.562, 0.006], [4.157, 0.563, 0.478], [2.824, -1.071, 0.970], [3.677, -0.932, -1.000], [-0.435, 2.660, 0.007], [-2.179, -1.722, -0.085], [-0.730, -2.361, -0.918], [-0.763, -2.348, 0.818], [-2.498, 1.840, 0.510], [-2.782, 0.813, -0.906], [-2.841, 0.117, 0.729]],
  "forces_ev_per_a": [[-0.6, 0.9, 0.4], [-0.8, 1.1, -0.1], [-0.8, -0.9, 0.1], [-1.2, 0.0, -0.1], [0.8, -1.0, 0.7], [1.4, -1.0, -0.5], [0.9, 0.9, 0.1], [0.8, -0.5, 0.0], [-0.2, 0.3, -0.2], [-0.1, 0.1, -0.1], [-0.2, 0.2, -0.1], [-0.2, 0.0, 0.0], [0.0, 0.0, 0.0], [-0.1, 0.0, 0.0], [-0.1, 0.1, 0.0], [0.2, 0.0, 0.0], [0.1, 0.0, 0.1], [0.2, 0.1, 0.0]],
  "energy_ev": -17910.4395,
  "charge": 1,
  "homo_energy_ev": [-13.3, -13.3],
  "lumo_energy_ev": [-5.29, -5.29]
}

5.
{
  "formula": "C5H7FO",
  "method": "wB97M-V/def2-TZVPD",
  "symbols": ["C", "C", "C", "C", "C", "O", "F", "H", "H", "H", "H", "H", "H", "H"],
  "coordinates": [[1.144, -1.109, -0.700], [0.578, -0.377, -1.626], [0.811, -0.507, 0.641], [-0.122, 0.855, 0.155], [-1.499, 0.578, 0.629], [0.039, 0.820, -1.216], [1.917, -0.228, 1.377], [1.615, -2.078, -0.502], [0.612, -0.414, -2.713], [0.165, -1.206, 1.282], [0.261, 1.805, 0.524], [-1.702, -0.455, 0.380], [-2.189, 1.334, 0.082], [-1.631, 0.980, 1.687]],
  "forces_ev_per_a": [[-0.2, -0.9, 2.9], [0.5, 1.2, -1.4], [-2.6, 1.2, -0.3], [2.6, -2.3, 2.3], [-1.7, 3.2, -0.3], [-0.5, -0.3, -1.6], [0.8, 0.4, 0.4], [-0.1, 0.3, -1.5], [-0.1, -0.4, 0.3], [0.8, 1.0, -0.8], [0.2, -0.1, 0.1], [-0.8, -0.1, 0.5], [0.7, -1.6, 0.4], [0.3, -1.5, -1.0]],
  "energy_ev": -10061.5554,
  "charge": 0,
  "smiles": "C[C@@H]1OC=C[C@H]1F",
  "homo_energy_ev": -9.3,
  "lumo_energy_ev": 1.01
}

6.
{
  "formula": "C5H7FO",
  "method": "wB97M-V/def2-TZVPD",
  "symbols": ["C", "C", "C", "C", "C", "O", "F", "H", "H", "H", "H", "H", "H", "H"],
  "coordinates": [[-0.638, 2.771, -1.635], [0.029, 1.720, -1.199], [-0.617, 0.035, 0.636], [0.179, -1.124, 0.212], [0.598, -2.148, 1.292], [-1.324, -0.900, 0.034], [1.197, 1.318, -1.617], [-0.137, 3.378, -2.360], [-1.614, 2.957, -1.262], [-0.749, 0.414, 1.672], [0.723, -1.148, -0.650], [1.651, -2.426, 1.207], [0.046, -3.140, 1.433], [0.657, -1.707, 2.238]],
  "forces_ev_per_a": [[1.0, -0.9, 0.2], [-1.9, -1.0, 2.3], [2.0, 1.6, -1.5], [-2.2, -0.6, 3.6], [-0.1, -1.4, -0.9], [0.3, -1.1, 0.2], [1.0, -0.1, -0.4], [-0.1, 0.5, -0.5], [-0.5, 0.3, 0.2], [-0.2, 0.0, -0.9], [1.0, 0.3, -2.4], [0.0, -0.1, -0.8], [0.3, 1.5, -0.7], [-0.6, 1.0, 1.6]],
  "energy_ev": -10057.0403,
  "charge": 0,
  "homo_energy_ev": [-8.7, -8.3],
  "lumo_energy_ev": [0.48, 0.19]
}